Molecular formula: C22H28N11O4S3Ti
Method: DFT, wB97M-V/def2-TZVPD

Values from the calculation:
energy relative to the best compared isomer or geometry (same formula, charge and spin) = 60.3 kcal/mol
E_LUMO (spin up / spin down) = 2.08 / 2.08 eV
HOMO-LUMO gap (spin up / spin down) = 4.34 / 4.14 eV
total charge = -1

Element x y z (Å)
Ti  -0.123  0.505  -0.602
C  -2.028  5.200  2.924
C  -2.732  3.870  2.636
N  -1.911  2.724  2.926
C  -0.883  2.351  2.091
S  0.212  1.227  2.733
N  -0.830  2.951  0.926
N  -0.076  2.411  -0.054
C  0.333  3.242  -1.023
C  0.061  4.720  -0.932
C  1.008  2.636  -2.092
C  1.562  3.320  -3.200
C  2.231  2.620  -4.160
C  2.343  1.219  -4.039
C  1.749  0.603  -2.962
N  1.124  1.263  -1.994
H  -2.652  6.046  2.642
H  -1.107  5.244  2.349
H  -1.784  5.270  3.982
H  -2.981  3.813  1.573
H  -3.647  3.785  3.233
H  -1.727  2.514  3.896
H  -0.805  4.850  -0.287
H  -0.147  5.147  -1.911
H  0.910  5.243  -0.488
H  1.434  4.390  -3.274
H  2.667  3.128  -5.008
H  2.869  0.641  -4.781
H  1.772  -0.476  -2.849
N  2.436  -3.638  0.787
C  1.555  -4.698  0.763
C  0.349  -4.163  0.417
N  0.439  -2.830  0.227
C  1.700  -2.502  0.469
C  2.243  -1.206  0.459
N  1.595  -0.032  0.280
C  2.548  0.943  0.456
C  3.756  0.399  0.725
N  3.594  -0.966  0.690
H  3.412  -3.704  1.014
H  1.864  -5.698  1.000
H  -0.583  -4.680  0.299
H  2.297  1.988  0.434
H  4.710  0.857  0.891
H  4.259  -1.635  1.033
O  -2.949  -0.736  -1.834
S  -1.711  -0.224  -2.423
O  -1.672  -0.360  -3.860
O  -0.526  -0.905  -1.773
O  -1.534  1.205  -1.989
S  -3.102  -2.895  3.342
C  -3.316  -3.159  1.645
C  -2.356  -2.506  0.938
N  -1.464  -1.823  1.692
C  -1.695  -1.914  2.938
H  -4.122  -3.771  1.290
H  -2.267  -2.458  -0.134
H  -1.121  -1.431  3.700
C  -5.108  -0.085  0.147
N  -4.111  0.962  0.035
C  -4.389  2.006  -0.934
C  -2.863  0.585  0.148
N  -1.799  0.371  0.557
H  -6.036  0.354  0.517
H  -4.750  -0.831  0.853
H  -5.272  -0.574  -0.817
H  -5.167  2.659  -0.528
H  -4.711  1.580  -1.888
H  -3.475  2.567  -1.116


Molecular formula: C22H28N2O2
Method: DFT, wB97M-V/def2-TZVPD

Values from the calculation:
energy relative to the best compared isomer or geometry (same formula, charge and spin) = 1.0 kcal/mol
SMILES = C[C@@H](CNC(=O)C(=O)N[C@H](C)CCc1ccccc1)Cc1ccccc1
E_LUMO = 0.88 eV
HOMO-LUMO gap = 9.56 eV

Element x y z (Å)
C  4.422  -0.160  -1.990
C  3.354  -0.110  -0.899
C  2.486  -1.373  -0.989
N  1.250  -1.274  -0.258
C  0.041  -1.427  -0.800
O  -0.207  -1.680  -1.968
C  -1.070  -1.272  0.243
O  -0.826  -1.055  1.418
N  -2.278  -1.419  -0.302
C  -3.531  -1.281  0.405
C  -4.250  -2.630  0.443
C  -4.408  -0.212  -0.254
C  -3.848  1.209  -0.108
C  -2.530  1.397  -0.807
C  -2.444  1.284  -2.190
C  -1.233  1.428  -2.840
C  -0.086  1.696  -2.114
C  -0.161  1.825  -0.738
C  -1.375  1.679  -0.090
C  4.021  0.037  0.481
C  3.044  0.402  1.563
C  2.582  -0.545  2.472
C  1.643  -0.206  3.431
C  1.155  1.086  3.497
C  1.623  2.042  2.612
C  2.562  1.702  1.655
H  3.962  -0.236  -2.972
H  5.071  -1.022  -1.846
H  5.035  0.738  -1.968
H  2.709  0.757  -1.073
H  3.058  -2.235  -0.624
H  2.206  -1.558  -2.030
H  1.271  -1.056  0.733
H  -2.288  -1.592  -1.301
H  -3.266  -0.977  1.423
H  -5.160  -2.558  1.032
H  -3.606  -3.384  0.889
H  -4.511  -2.948  -0.565
H  -4.524  -0.456  -1.312
H  -5.396  -0.247  0.208
H  -3.732  1.438  0.953
H  -4.578  1.908  -0.526
H  -3.338  1.081  -2.766
H  -1.182  1.327  -3.914
H  0.862  1.804  -2.622
H  0.724  2.034  -0.157
H  -1.417  1.768  0.986
H  4.528  -0.897  0.733
H  4.778  0.821  0.411
H  2.965  -1.556  2.430
H  1.287  -0.955  4.122
H  0.416  1.349  4.239
H  1.254  3.057  2.665
H  2.935  2.455  0.973


Molecular formula: C22H28N2O6S
Method: DFT, wB97M-V/def2-TZVPD

Values from the calculation:
energy relative to the best compared isomer or geometry (same formula, charge and spin) = 28.5 kcal/mol
SMILES = CCOc1ccc(CCNS(=O)(=O)c2ccc3c(c2)N(C(C)=O)CCO3)cc1OCC
E_LUMO = 0.40 eV
HOMO-LUMO gap = 7.99 eV

Element x y z (Å)
C  -0.192  -4.679  0.429
C  -1.218  -4.404  -0.667
O  -1.952  -3.219  -0.451
C  -1.470  -2.027  -0.906
C  -0.223  -1.807  -1.461
C  0.145  -0.543  -1.902
C  -0.734  0.524  -1.827
C  -0.328  1.858  -2.400
C  -0.955  3.102  -1.758
N  -0.389  3.503  -0.494
S  -0.840  2.790  0.928
O  -0.349  3.646  1.969
O  -2.249  2.524  0.868
C  0.058  1.244  1.067
C  -0.545  0.131  1.616
C  0.182  -1.035  1.738
C  1.495  -1.098  1.281
C  2.104  0.041  0.735
C  1.375  1.221  0.669
N  3.449  -0.024  0.303
C  3.895  0.694  -0.774
C  5.360  0.544  -1.121
O  3.167  1.423  -1.414
C  4.183  -1.087  0.957
C  3.391  -2.382  0.772
O  2.136  -2.296  1.404
C  -1.994  0.304  -1.280
C  -2.359  -0.935  -0.786
O  -3.541  -1.200  -0.175
C  -4.420  -0.122  0.101
C  -5.524  -0.654  1.002
H  0.547  -3.885  0.487
H  0.313  -5.622  0.230
H  -0.694  -4.747  1.391
H  -0.740  -4.391  -1.655
H  -1.972  -5.199  -0.665
H  0.485  -2.616  -1.553
H  1.131  -0.392  -2.317
H  0.761  1.943  -2.350
H  -0.605  1.865  -3.460
H  -2.019  2.963  -1.569
H  -0.841  3.949  -2.443
H  0.592  3.727  -0.516
H  -1.572  0.188  1.936
H  -0.253  -1.925  2.162
H  1.842  2.114  0.293
H  5.991  0.740  -0.258
H  5.587  1.267  -1.900
H  5.570  -0.452  -1.508
H  5.181  -1.198  0.543
H  4.260  -0.863  2.028
H  3.902  -3.234  1.226
H  3.255  -2.572  -0.303
H  -2.697  1.115  -1.216
H  -4.850  0.257  -0.837
H  -3.881  0.697  0.595
H  -6.228  0.141  1.230
H  -6.048  -1.468  0.508
H  -5.098  -1.030  1.928


Molecular formula: C22H28N6O4S
Method: DFT, wB97M-V/def2-TZVPD

Values from the calculation:
energy relative to the best compared isomer or geometry (same formula, charge and spin) = 0.0 kcal/mol
SMILES = Cc1ccc2c(=O)[nH]c(CSc3ncccn3)nc2c1C.CNC(=O)[C@@H](NC(C)=O)[C@@H](C)O
E_LUMO = 0.14 eV
HOMO-LUMO gap = 8.63 eV

Element x y z (Å)
C  4.301  -5.142  5.567
C  3.742  -3.911  4.892
C  4.446  -2.706  5.021
C  4.000  -1.545  4.393
C  2.839  -1.579  3.614
C  2.348  -0.415  2.897
O  2.897  0.675  2.922
N  1.213  -0.519  2.151
C  0.576  -1.737  2.013
C  -0.599  -1.881  1.099
S  -0.426  -0.824  -0.407
C  -1.691  -1.467  -1.455
N  -1.785  -0.947  -2.681
C  -2.718  -1.424  -3.502
C  -3.573  -2.428  -3.095
C  -3.431  -2.915  -1.813
N  -2.497  -2.432  -0.998
N  0.980  -2.802  2.661
C  2.112  -2.767  3.478
C  2.548  -3.941  4.132
C  1.738  -5.215  3.973
H  4.411  -5.957  4.844
H  3.635  -5.468  6.371
H  5.285  -4.942  6.002
H  5.356  -2.667  5.611
H  4.560  -0.618  4.494
H  0.995  0.250  1.532
H  -1.511  -1.616  1.638
H  -0.678  -2.933  0.807
H  -2.805  -1.014  -4.504
H  -4.332  -2.818  -3.761
H  -4.090  -3.703  -1.459
H  1.973  -5.955  4.741
H  1.934  -5.657  2.992
H  0.668  -4.998  4.050
C  -2.255  2.839  -5.810
N  -2.036  2.633  -4.379
C  -0.956  3.039  -3.703
O  -0.033  3.628  -4.261
C  -0.901  2.699  -2.201
N  0.359  3.028  -1.495
C  1.047  4.162  -1.336
C  0.600  5.504  -1.879
O  2.082  4.123  -0.690
C  -2.152  3.110  -1.392
C  -2.604  4.566  -1.505
O  -3.252  2.330  -1.804
H  -1.730  2.067  -6.375
H  -1.866  3.815  -6.109
H  -3.321  2.797  -6.037
H  -2.760  2.180  -3.833
H  -0.932  1.610  -2.196
H  0.849  2.241  -1.102
H  0.296  6.134  -1.047
H  -0.210  5.412  -2.591
H  1.449  5.959  -2.387
H  -1.972  2.886  -0.340
H  -2.636  4.881  -2.548
H  -1.922  5.202  -0.946
H  -3.596  4.683  -1.070
H  -3.969  2.490  -1.184


Number 1: strongest force on any atom 4.17 eV/Å, E -3802.54723 Ha. Number 2: strongest force on any atom 0.50 eV/Å, E -1115.18525 Ha. Number 3: strongest force on any atom 0.94 eV/Å, E -1814.25747 Ha. Number 4: strongest force on any atom 2.63 eV/Å, E -1882.88519 Ha.